1.
Computed, not measured: C32H44BrCuNP2 as an isolated structure, with ωB97M-V with the def2-TZVPD basis set.

XYZ file:
```
81
Properties=species:S:1:pos:R:3:forces:R:3:lowdin_charge:R:1
Cu -0.4760 -1.3712 -0.5088 0.610 -0.138 0.428 0.2193
C 1.5601 3.3127 0.2089 0.813 -0.707 -1.251 -0.1630
C 0.1219 3.7321 0.2048 -0.979 0.189 -0.456 -0.5236
C -0.3239 4.1695 1.5928 -0.925 1.017 1.108 -0.1422
P -0.8655 2.1672 -0.4400 0.281 1.348 -0.068 1.1324
C -2.3381 3.1089 -1.1417 -0.959 -1.257 0.537 -0.5781
C -1.8577 3.9124 -2.3394 1.343 0.772 -0.639 -0.1681
C -3.4171 2.0227 -1.5891 0.310 1.507 -0.600 -0.1232
C -1.4863 1.5196 1.1629 -2.812 1.696 -1.345 -0.3359
C -2.7609 1.8653 1.6324 -1.295 -0.019 1.352 -0.0433
C -3.3190 1.2314 2.8151 0.751 2.118 -1.032 -0.2502
C -4.5617 1.7408 3.5685 0.109 -1.486 -0.129 -0.0614
C -2.5465 0.2460 3.3657 1.176 -1.169 0.121 -0.0582
C -1.3083 -0.2017 2.7991 -2.247 0.133 1.790 -0.0104
C -0.8367 0.4550 1.7024 2.542 -2.150 -0.990 -0.3606
N 0.2309 -0.1376 0.9337 -0.920 0.891 1.452 -0.0623
C 1.4415 -0.2306 1.5079 -0.089 0.543 -0.570 -0.3550
C 1.9642 0.6013 2.5606 -1.119 -0.559 0.572 -0.0431
C 3.2898 0.5403 2.9335 1.609 -0.457 -0.423 -0.0571
C 4.2687 -0.3087 2.2945 -2.716 -0.476 -0.226 -0.2929
C 5.6483 -0.5606 2.8092 0.692 0.255 -0.144 -0.0939
C 3.6847 -1.1153 1.3043 1.738 -0.569 -0.291 -0.1034
C 2.3567 -1.0917 0.8957 1.952 -0.870 -0.911 -0.3314
P 1.8580 -2.0005 -0.6163 -1.523 -0.294 -0.309 1.0766
C 2.5729 -1.1429 -2.1324 0.261 0.584 0.822 -0.5186
C 2.6472 0.3430 -1.7595 2.940 0.602 0.054 -0.1572
C 1.6541 -1.1181 -3.3449 0.270 -0.872 -0.497 -0.1459
C 2.5372 -3.7451 -0.6404 0.899 -0.172 -0.526 -0.5417
C 1.7534 -4.6539 -1.6582 1.236 1.359 -0.358 -0.1157
C 2.5471 -4.3886 0.7473 3.214 0.468 -0.990 -0.1248
H 2.3028 3.9776 0.6578 -0.218 0.624 -0.397 0.0752
H 1.8088 3.0385 -0.8694 0.244 0.293 1.486 0.0837
H 1.6643 2.4426 0.8391 0.050 -0.710 -0.077 0.0364
H -0.0120 4.5396 -0.5947 -0.029 -0.916 1.443 0.0914
H -0.0590 3.4953 2.4193 -0.130 -0.502 -0.594 0.0720
H -1.4088 4.4229 1.7561 0.770 -0.564 -0.597 0.0793
H 0.1607 5.0772 1.9523 0.408 0.442 -0.496 0.0598
H -2.7842 3.7582 -0.3283 0.477 -0.349 -1.083 0.0977
H -1.6474 3.3263 -3.2803 -0.518 0.207 1.078 0.0886
H -0.8596 4.4251 -2.1322 -1.412 -0.480 -0.307 0.0559
H -2.5854 4.7009 -2.5736 0.161 -0.152 -0.138 0.0681
H -2.9296 1.2988 -2.2618 -0.212 0.089 0.349 0.0676
H -4.2670 2.4970 -2.1632 0.830 -0.334 0.575 0.0813
H -3.8286 1.5256 -0.7212 -0.053 -0.309 0.008 0.0369
H -3.4334 2.6079 1.1253 1.053 -0.614 0.553 0.1030
H -4.5614 2.6927 4.0640 0.594 0.914 -0.384 0.0601
H -4.7750 1.0906 4.4138 0.269 -0.501 0.110 0.0586
H -5.4675 1.6489 2.9974 -0.407 0.282 -0.663 0.0604
H -2.9656 -0.2403 4.2394 0.281 -0.222 0.135 0.0958
H -0.8347 -1.1033 3.1994 -0.004 0.438 -0.236 0.1220
H 1.1778 1.1474 3.1315 1.062 -0.004 -0.419 0.1109
H 3.7183 1.1709 3.7080 -0.498 0.151 0.235 0.0940
H 6.4335 -0.6098 2.0120 -0.639 0.299 0.551 0.0819
H 5.7627 -1.4865 3.3766 -0.322 -0.248 -0.102 0.0660
H 5.8886 0.2081 3.5410 0.356 0.291 -0.133 0.0593
H 4.3693 -1.8451 0.7834 -0.655 0.714 0.451 0.1216
H 3.5694 -1.5594 -2.4029 -0.439 0.343 0.245 0.1101
H 1.7524 0.7856 -1.4130 -1.416 -0.014 0.326 0.0125
H 2.9213 0.8910 -2.6894 0.028 -0.084 0.625 0.0806
H 3.4019 0.5939 -0.9517 -0.618 -0.405 -0.981 0.0929
H 0.7086 -0.6825 -3.0523 -0.409 0.017 -0.017 0.0602
H 1.4845 -2.1175 -3.7706 -0.094 0.270 0.017 0.0593
H 2.1059 -0.4699 -4.1206 -0.190 -0.377 0.239 0.0772
H 3.5964 -3.7504 -1.0282 -0.784 0.270 0.320 0.1039
H 0.7201 -4.8545 -1.4243 -0.277 -0.008 0.446 0.0640
H 2.3477 -5.5673 -1.7264 -0.313 -0.199 -0.171 0.0646
H 1.7591 -4.1492 -2.6509 0.018 -0.453 0.501 0.0602
H 1.5890 -4.5349 1.0095 -3.542 -0.661 1.234 0.0270
H 3.0134 -3.7515 1.5096 0.020 -0.209 -0.246 0.0643
H 3.0585 -5.3692 0.7107 -0.162 0.404 0.045 0.0844
Br -5.6467 -3.1600 -4.1580 -0.520 -0.384 -0.418 0.6616
C -4.1696 -2.8584 -3.0307 -0.382 0.518 0.915 -0.7465
C -4.4315 -2.3505 -1.7458 0.302 0.456 -0.635 -0.1649
C -3.3694 -1.8498 -1.0004 0.001 -0.748 0.932 -0.1516
C -2.0308 -2.0453 -1.3970 -0.248 0.506 -0.137 -0.2473
C -1.8552 -2.6799 -2.6301 -0.481 0.349 -0.163 -0.1627
C -2.8917 -3.0243 -3.5040 0.568 -1.019 0.471 -0.1628
H -5.4483 -2.2766 -1.3807 -0.050 0.039 -0.138 0.0807
H -3.5675 -1.4387 0.0198 0.028 -0.176 -0.975 0.0924
H -0.8492 -2.8488 -2.9461 0.586 -0.292 -0.331 0.0487
H -2.6747 -3.6404 -4.3873 -0.246 0.730 0.068 0.0972
```
Forces are in eV/Å.

Computed properties:
- Spin multiplicity: 1
- HOMO-LUMO gap: 6.589 eV
- LUMO: 0.1022 Eh
- M: 648.11 g mol⁻¹
- Charge: -1

2.
Computed, not measured: C10H16F3FeN4STe4 as an isolated structure, with ωB97M-V with the def2-TZVPD basis set.

XYZ file:
```
39
Properties=species:S:1:pos:R:3:forces:R:3:mulliken_spin:R:1
Fe -0.7532 -1.0923 0.6619 3.269 4.306 -1.151 3.3833
N -1.7900 1.1685 -1.1567 0.147 -0.187 -0.071 0.0271
C -2.0717 2.3575 -0.3715 0.301 0.098 0.180 0.0005
C -1.7562 2.2014 1.1319 -0.281 -0.164 -0.092 0.0092
N -0.6505 1.2897 1.4594 0.021 0.030 -0.517 0.0092
C -0.5194 1.0976 2.9045 0.006 -0.024 0.132 -0.0020
C 0.8129 0.4241 3.2361 -0.285 0.127 -0.112 -0.0022
N 1.1206 -0.6228 2.2571 0.092 0.135 -0.323 0.0538
H -2.2521 1.2077 -2.0571 -0.085 -0.064 0.086 0.0002
H -0.7972 1.1201 -1.3483 0.037 -0.182 -0.012 -0.0051
H -1.5128 3.2152 -0.7734 -0.103 0.158 0.129 0.0013
H -3.1364 2.5833 -0.4509 0.038 0.055 0.021 -0.0014
H -1.5661 3.2129 1.5185 0.008 -0.053 0.167 -0.0003
H -2.6241 1.7960 1.6540 -0.093 0.012 -0.090 -0.0042
H 0.2113 1.6950 1.0990 0.059 -0.083 0.012 -0.0008
H -0.5864 2.0524 3.4447 0.019 -0.013 0.031 -0.0002
H -1.3541 0.4757 3.2378 -0.038 0.011 -0.093 -0.0088
H 1.6026 1.1846 3.2738 0.049 -0.075 0.064 0.0004
H 0.7266 -0.0342 4.2204 0.069 0.071 0.036 -0.0022
H 1.7142 -0.2785 1.5142 0.094 -0.038 0.007 -0.0007
H 1.5910 -1.4072 2.6871 -0.065 -0.090 -0.038 -0.0017
Te -1.2254 -2.8127 2.0999 -0.742 -3.731 2.874 0.1704
Te -1.9217 -4.7165 3.9290 0.043 0.376 -0.246 0.1691
Te -4.4927 -0.3034 2.3372 -0.343 0.277 0.148 0.0260
Te -3.0973 -1.6440 0.5253 -2.928 -0.597 0.107 0.0590
F 1.6771 -3.6393 -3.7351 -0.003 0.108 0.098 0.0005
C 1.2037 -2.4069 -4.0155 -0.230 -0.373 -0.352 -0.0041
F 1.7704 -2.0557 -5.1997 0.097 0.018 0.052 0.0004
F -0.1049 -2.5404 -4.2664 0.096 0.110 0.055 -0.0019
C 1.5237 -1.4024 -2.9570 0.565 0.446 0.041 0.0076
C 2.6338 -0.5906 -3.1299 -0.530 -0.163 0.196 0.0010
C 2.9304 0.3574 -2.1577 0.460 0.255 -0.224 0.0010
C 2.0949 0.4756 -1.0727 -0.598 -0.227 0.343 0.0104
N 1.0322 -0.3085 -0.8523 0.838 -0.014 -0.705 0.0039
C 0.7724 -1.2939 -1.7645 -0.552 -0.092 0.419 0.0239
S -0.5011 -2.3251 -1.2879 0.469 -0.504 -1.154 0.0765
H 3.2434 -0.6907 -4.0169 0.013 0.026 0.005 -0.0004
H 3.7851 1.0114 -2.2601 -0.006 -0.002 0.003 0.0001
H 2.2668 1.2392 -0.3184 0.092 0.056 -0.027 0.0014
```
Forces are in eV/Å.

Computed properties:
- Spin multiplicity: 5
- HOMO-LUMO gap (spin up / spin down): 5.328 / 5.546 eV
- LUMO (spin up / spin down): 0.0770 / 0.0768 Eh
- M: 847.57 g mol⁻¹
- ⟨S²⟩: 6.05
- Charge: -1